(1)
The ion C12H25N2 with charge +1 in a non-equilibrium geometry, computed with wB97M-V/def2-TZVPD.

Geometry as XYZ:
```
39
C12H25N2 | OMol25 | wB97M-V/def2-TZVPD
N -0.710 -0.674 -0.490
N 1.446 -0.608 0.612
C -2.344 -0.328 1.476
C 0.360 0.215 0.132
C 0.891 1.293 -0.920
C 0.172 1.437 -2.246
C 0.330 1.872 0.362
C -2.077 -0.504 -0.001
C 1.148 2.342 1.424
C 2.348 1.279 -1.121
C 1.368 -1.706 -0.352
C -0.128 -2.066 -0.343
C 1.404 -0.997 1.984
C -3.011 -1.536 -0.655
H -0.566 2.402 0.477
H 1.007 -0.175 2.647
H 2.145 1.887 1.573
H 2.115 -2.440 0.051
H 0.835 -1.894 2.226
H -3.161 -2.423 -0.045
H -0.853 1.389 -2.075
H 1.571 -1.327 -1.345
H -4.074 -1.067 -0.598
H -1.568 0.371 1.712
H -3.360 0.067 1.517
H 2.443 -1.074 2.199
H -0.452 -2.652 -1.225
H 2.884 1.402 -0.213
H 0.415 2.419 -2.667
H 1.470 3.311 1.060
H 0.363 0.674 -3.000
H -0.260 -2.660 0.590
H 2.797 0.217 -1.437
H -2.940 -1.775 -1.714
H -0.704 -0.481 -1.551
H 2.489 2.065 -1.907
H -2.200 -1.220 1.960
H -2.244 0.487 -0.488
H 0.654 2.477 2.390
```

Calculated values
gap between HOMO and LUMO: 10.106 eV
ΔE to the lowest compared entry with this formula, charge and spin: 67.1 kcal per mole
net charge: +1
SMILES: CC(C)[N@@H+]1CCN(C)[C@]12[C@@H](C)C2(C)C
LUMO: -2.52 eV



(2)
The molecule C12H25N3O2S in a non-equilibrium geometry, computed with wB97M-V/def2-TZVPD.

Geometry as XYZ:
```
43
C12H25N3O2S | OMol25 | wB97M-V/def2-TZVPD
S -3.305 -2.532 -1.856
O 3.008 -0.483 -0.666
O -0.630 3.152 0.497
N -3.854 -1.367 0.356
N 0.117 0.423 -0.199
N -1.498 -1.779 -0.142
C -1.312 2.410 -0.504
C -3.578 -0.510 1.593
C -0.441 -1.976 -1.065
C -2.817 -1.832 -0.448
C 0.634 -1.017 -0.524
C 5.123 0.692 -0.488
C 1.931 -1.038 -1.308
C 0.152 2.434 1.505
C -0.632 1.164 -1.195
C 3.985 0.274 -1.499
C -2.919 -1.136 2.762
C 0.839 1.164 0.853
H -4.433 0.116 1.841
H 6.089 0.993 -0.939
H 0.019 1.426 -2.023
H -1.929 -0.706 2.673
H 0.908 -1.558 0.424
H 0.916 3.202 1.951
H -1.449 0.552 -1.578
H -0.731 -1.778 -2.124
H 3.606 1.135 -2.094
H 1.817 -0.600 -2.305
H -3.276 -0.766 3.754
H -2.808 0.121 1.128
H -2.870 -2.229 2.721
H 4.812 1.299 0.332
H 1.048 0.400 1.649
H -0.236 -3.059 -1.094
H 2.220 -2.053 -1.612
H -1.290 -1.074 0.587
H -4.733 -1.494 -0.079
H 1.826 1.425 0.448
H -1.580 3.226 -1.236
H 4.429 -0.431 -2.226
H -2.163 1.957 -0.144
H 5.465 -0.257 -0.095
H -0.459 2.113 2.369
```

Calculated values
gap between HOMO and LUMO: 8.561 eV
net charge: 0
SMILES: CCNC(=S)NC[C@@H](COCC)N1CCOCC1
LUMO: 0.67 eV



(3)
The molecule C12H25N3O3 in a non-equilibrium geometry, computed with wB97M-V/def2-TZVPD.

Geometry as XYZ:
```
43
C12H25N3O3 | OMol25 | wB97M-V/def2-TZVPD
O 2.595 -2.333 -0.017
O 4.648 -1.539 -0.584
O -0.128 0.184 -1.810
N -6.959 -0.897 -0.163
N 1.317 -0.177 -0.104
N -0.703 -0.294 1.637
C -2.405 0.354 -0.161
C 3.453 -1.348 -0.612
C 2.605 0.030 -0.758
C 4.052 0.314 1.802
C -4.849 0.761 -0.119
C 0.101 -0.136 -0.677
C -6.367 0.370 0.231
C -1.121 -0.483 0.296
C 3.328 1.512 1.182
C -3.734 -0.176 0.383
C 2.298 2.367 -0.968
C 3.237 1.308 -0.399
H -6.475 0.072 1.397
H -2.556 0.570 -1.293
H 2.474 1.710 1.778
H 2.424 2.324 -2.109
H -1.555 -0.505 2.257
H -0.479 0.653 1.874
H -4.673 1.718 0.210
H -3.908 -1.151 -0.138
H -6.843 -1.111 -1.237
H -4.858 0.709 -1.169
H 3.469 -0.671 1.908
H -7.062 1.170 0.036
H -3.751 -0.200 1.459
H 1.212 -0.323 0.852
H 3.116 -3.058 0.253
H 1.183 2.144 -0.554
H 4.220 1.043 -0.923
H -1.145 -1.565 0.193
H -6.661 -1.693 0.522
H 2.429 3.525 -0.705
H 4.021 0.697 2.776
H 3.936 2.447 1.365
H -1.894 1.314 0.367
H 2.279 -0.118 -1.884
H 4.994 0.131 1.284
```

Calculated values
gap between HOMO and LUMO: 9.749 eV
ΔE to the lowest compared entry with this formula, charge and spin: 106.3 kcal per mole
net charge: 0
SMILES: CC[C@H](C)[C@H](NC(=O)[C@@H](N)CCCCN)C(=O)O
LUMO: 0.69 eV



(4)
The molecule C12H25N5O3 in a non-equilibrium geometry, computed with wB97M-V/def2-TZVPD.

Geometry as XYZ:
```
45
C12H25N5O3 | OMol25 | wB97M-V/def2-TZVPD
O 1.414 1.307 2.829
O -0.521 -3.993 3.323
O 1.426 -3.100 3.957
N -1.839 3.252 -2.576
N -1.066 2.110 1.565
N 1.212 -0.922 2.150
N -1.687 5.589 -2.553
N -3.705 4.357 -3.123
C 0.823 0.501 2.122
C 0.301 -2.017 1.988
C -2.469 4.456 -2.807
C 2.885 -3.007 0.058
C 1.091 -4.559 -1.063
C 0.527 -3.105 3.164
C 1.499 -3.686 0.155
C -0.242 0.934 1.147
C -1.090 3.043 -1.319
C -0.294 1.759 -1.407
C 0.421 -2.639 0.510
C 0.571 1.330 -0.134
H -0.756 -1.732 2.102
H -1.893 1.790 2.076
H -0.595 -3.036 0.270
H 0.808 -3.921 -1.911
H 1.398 1.955 -0.020
H -1.029 1.002 -1.683
H -2.337 6.387 -2.712
H -4.101 5.300 -3.325
H -0.507 2.681 2.187
H 1.891 -5.112 -1.393
H -1.205 -3.867 2.705
H 1.626 -4.382 0.919
H 1.938 -1.054 2.807
H 0.451 1.931 -2.187
H -2.571 2.608 -2.736
H -1.826 2.996 -0.459
H 3.865 -3.638 0.007
H 0.200 -5.186 -0.887
H 3.000 -2.260 -0.790
H 3.077 -2.428 0.978
H 0.443 -1.729 -0.074
H 1.025 0.385 -0.508
H -0.863 5.707 -3.176
H -0.378 3.881 -1.176
H -0.919 0.113 1.002
```

Calculated values
gap between HOMO and LUMO: 8.906 eV
ΔE to the lowest compared entry with this formula, charge and spin: 51.9 kcal per mole
net charge: 0
SMILES: [H]/N=C(\N)NCCC[C@H](N)C(=O)N[C@@H](CC(C)C)C(=O)O
LUMO: 0.19 eV



(5)
The molecule C12H25N5O3 in a non-equilibrium geometry, computed with wB97M-V/def2-TZVPD.

Geometry as XYZ:
```
45
C12H25N5O3 | OMol25 | wB97M-V/def2-TZVPD
O 1.647 3.324 0.948
O 0.012 -0.536 -0.951
O -0.095 1.895 1.124
N -4.119 0.053 -0.265
N 0.913 -2.695 1.675
N -6.284 -0.289 -1.296
N 1.556 -0.373 0.736
N -4.722 -2.031 -0.771
C -2.608 -1.094 1.368
C -0.212 -2.003 0.988
C 4.128 1.532 -0.966
C 5.119 0.363 -0.597
C 1.800 1.828 -1.975
C -5.054 -0.782 -0.829
C 1.083 2.076 0.894
C -1.192 -1.292 1.929
C 2.617 1.064 -0.988
C 0.452 -0.888 0.121
C -2.735 -0.351 0.001
C 2.080 0.951 0.500
H -4.214 1.030 -0.362
H 4.432 1.860 -1.973
H -3.135 -0.434 2.134
H 1.694 -0.743 1.676
H 4.329 2.420 -0.283
H 2.868 1.237 1.173
H -6.668 0.360 -0.553
H -2.214 0.650 0.125
H 1.644 2.854 -1.610
H -0.776 -2.652 0.286
H -0.753 -0.328 2.150
H 6.162 0.681 -0.556
H 0.897 1.292 -2.259
H 2.606 0.033 -1.323
H -3.203 -2.004 1.318
H -1.252 -1.879 2.870
H 5.121 -0.394 -1.372
H -6.260 0.251 -2.142
H -2.139 -0.893 -0.722
H 1.647 -2.762 0.994
H -5.475 -2.603 -1.103
H 2.541 3.147 0.631
H 4.856 -0.073 0.326
H 0.603 -3.635 1.860
H 2.300 1.833 -2.935
```

Calculated values
gap between HOMO and LUMO: 8.954 eV
ΔE to the lowest compared entry with this formula, charge and spin: 40.9 kcal per mole
net charge: 0
SMILES: [H]/N=C(\N)NCCC[C@H](N)C(=O)N[C@H](C(=O)O)[C@@H](C)CC
LUMO: 0.59 eV



(6)
A cluster of 3 separate species, C12H25O10P2 in total, computed with wB97M-V/def2-TZVPD.

Geometry as XYZ:
```
49
C12H25O10P2 | OMol25 | wB97M-V/def2-TZVPD
P 1.218 0.128 -2.226
P 2.269 1.696 -1.038
O -3.087 0.861 0.845
O 2.747 -3.723 3.063
O 3.580 -5.533 2.071
O 1.377 -1.185 -1.611
O -3.543 2.238 -2.458
O 3.452 -5.458 4.322
O -0.826 4.559 -2.096
O -1.352 -0.292 1.589
O -1.012 1.535 0.327
O 1.275 4.122 -1.506
C -2.055 4.169 -2.710
C -1.753 0.765 0.873
C -2.396 -2.323 2.510
C 0.100 3.560 -2.065
C 1.803 -2.463 1.194
C 2.992 -4.740 1.038
C 2.411 3.402 -1.770
C -2.835 3.258 -1.765
C -3.625 -0.359 1.392
C -2.506 -0.823 2.302
C 2.926 -3.368 1.680
C 3.280 -4.959 3.264
H -3.807 -1.053 0.569
H 1.674 0.300 -3.541
H -4.557 -0.154 1.909
H -3.231 -2.852 2.051
H -2.398 -2.572 3.569
H 1.998 -5.136 0.813
H 1.267 -2.897 0.353
H 3.228 3.866 -1.218
H 3.893 -2.866 1.601
H -2.923 1.562 -2.735
H 0.318 3.173 -3.079
H -2.574 5.088 -2.956
H 1.515 1.830 0.129
H -2.105 2.826 -1.081
H -0.092 0.622 -2.219
H 1.098 -2.278 2.003
H -1.470 -2.700 2.082
H 3.508 1.176 -0.659
H -2.549 -0.299 3.257
H -3.577 3.821 -1.210
H 2.193 -1.504 0.860
H -1.900 3.630 -3.651
H 2.693 3.369 -2.826
H -0.249 2.760 -1.389
H 3.609 -4.776 0.143
```

Calculated values
gap between HOMO and LUMO: 8.731 eV
net charge: +1
LUMO: -3.96 eV



| no. | HOMO energy (hartree) |
| --- | --- |
| 1 | -0.4641 |
| 2 | -0.2901 |
| 3 | -0.3330 |
| 4 | -0.3202 |
| 5 | -0.3075 |
| 6 | -0.4663 |